No. 1
Entry from the OMol25 dataset: C19H18ClNO4 in the gas phase in a non-equilibrium geometry (the ωB97M-V functional and the def2-TZVPD basis).

Calculated values
**Highest occupied orbital energy**: -7.7 eV
**Structure (SMILES)**: CCOC(=O)/C(O)=C/C(=O)/C=C/c1cccn1Cc1ccccc1Cl
**Spin multiplicity**: 1
**LUMO energy**: -0.020 hartree
**Orbital gap**: 7.095 eV

Last column: natural (NBO) charge in e.
Atoms and positions in Å:
C (-5.527, 4.976, 0.323)  -0.640
C (-4.229, 5.266, -0.356)  -0.072
O (-3.270, 4.148, -0.065)  -0.497
C (-3.353, 3.023, -0.718)  0.719
O (-4.320, 2.671, -1.400)  -0.613
C (-2.140, 2.287, -0.912)  0.254
O (-2.216, 1.212, -1.737)  -0.656
C (-0.972, 2.597, -0.180)  -0.318
C (0.327, 1.820, -0.214)  0.490
O (1.316, 2.223, 0.361)  -0.526
C (0.707, 0.772, -1.189)  -0.243
C (1.151, -0.462, -0.759)  -0.184
C (1.437, -1.574, -1.643)  0.079
C (1.195, -1.809, -2.966)  -0.248
C (1.807, -3.083, -3.406)  -0.303
C (2.507, -3.452, -2.279)  -0.030
N (2.171, -2.658, -1.134)  -0.357
C (3.129, -2.483, -0.066)  -0.226
C (2.654, -2.765, 1.420)  -0.062
C (2.946, -1.771, 2.335)  -0.183
C (2.478, -1.903, 3.719)  -0.210
C (1.881, -3.092, 4.104)  -0.205
C (1.778, -4.166, 3.201)  -0.231
C (2.247, -4.001, 1.932)  -0.056
Cl (2.024, -5.255, 0.845)  0.036
H (-6.226, 5.856, 0.069)  0.216
H (-5.332, 4.875, 1.392)  0.215
H (-6.078, 4.112, -0.084)  0.239
H (-3.779, 6.206, 0.002)  0.207
H (-4.509, 5.383, -1.454)  0.204
H (-3.071, 1.042, -2.119)  0.516
H (-1.115, 3.348, 0.640)  0.251
H (0.494, 0.882, -2.224)  0.217
H (1.400, -0.631, 0.271)  0.218
H (0.679, -1.075, -3.667)  0.218
H (1.880, -3.504, -4.449)  0.239
H (3.258, -4.243, -2.202)  0.210
H (3.973, -3.034, -0.216)  0.220
H (3.575, -1.464, -0.162)  0.215
H (3.534, -0.862, 2.121)  0.225
H (2.556, -1.066, 4.409)  0.221
H (1.683, -3.200, 5.162)  0.220
H (1.351, -5.145, 3.296)  0.233



No. 2
Entry from the OMol25 dataset: a molecular structure, C16H22Cl2O2PbSe in a non-equilibrium geometry (the ωB97M-V functional and the def2-TZVPD basis).

Calculated values
**Highest occupied orbital energy (spin up / spin down)**: 0.2 / 0.1 eV
**Net charge**: -2
**Spin multiplicity**: 1
**LUMO energy (spin up / spin down)**: 0.143 / 0.162 hartree
**Orbital gap (spin up / spin down)**: 3.738 / 4.340 eV

Last column: natural (NBO) charge in e.
Atoms and positions in Å:
C (-0.494, 1.217, -2.599)  -0.093
C (-1.333, 0.096, -2.341)  0.132
C (-0.498, -1.030, -2.105)  -0.162
C (-2.809, 0.114, -2.267)  -0.665
C (0.861, -0.610, -2.233)  0.064
C (0.867, 0.788, -2.518)  0.059
C (2.058, 1.618, -2.697)  -0.675
C (-0.979, 2.577, -2.886)  -0.650
C (-0.965, -2.395, -1.791)  -0.627
C (2.030, -1.494, -2.143)  -0.648
Pb (0.472, 1.254, 1.292)  1.405
Cl (-1.930, 0.453, 0.982)  -0.663
Cl (0.354, 3.563, 0.318)  -0.520
O (1.959, 0.051, 0.281)  -1.118
H (-3.135, 1.096, -1.908)  0.230
H (-3.141, -0.634, -1.542)  0.225
H (-3.294, -0.087, -3.234)  0.200
H (-1.721, -2.331, -0.988)  0.215
H (-0.113, -3.001, -1.428)  0.206
H (-1.419, -2.919, -2.658)  0.180
H (1.807, -2.326, -1.461)  0.210
H (2.880, -0.929, -1.746)  0.238
H (2.309, -1.927, -3.129)  0.188
H (2.865, 1.204, -2.084)  0.236
H (1.875, 2.643, -2.366)  0.281
H (2.392, 1.643, -3.752)  0.194
H (-1.778, 2.830, -2.176)  0.212
H (-1.387, 2.679, -3.906)  0.175
H (-0.165, 3.303, -2.759)  0.241
H (2.615, -0.229, 0.962)  0.452
O (3.130, 4.491, -0.511)  -1.359
H (3.963, 4.587, 0.026)  0.376
Se (0.770, 1.451, 4.065)  -0.169
C (-0.030, -0.189, 4.212)  -0.222
C (-1.450, -0.309, 4.332)  -0.221
C (-1.978, -1.438, 4.970)  -0.221
C (-1.170, -2.548, 5.267)  -0.265
C (0.150, -2.554, 4.777)  -0.232
C (0.711, -1.410, 4.182)  -0.245
H (-2.086, 0.480, 3.960)  0.237
H (-3.041, -1.464, 5.206)  0.195
H (-1.586, -3.428, 5.798)  0.193
H (0.733, -3.466, 4.846)  0.194
H (1.701, -1.418, 3.752)  0.216



Listing energy above the lowest of the compared OMol25 structures with the same formula, charge and spin for the structures above in their given order: 4.763; 0.000 eV.